The following is a quantum chemistry calculation of a molecular structure, C4H8Cl2OS in a non-equilibrium geometry, from OMol25.

The max |F| is 0.0696 Eh/bohr. Its gap between HOMO and LUMO (spin up / spin down) is 7.3 / 7.3 eV. The calculated total energy comes out at -1550.8866 a.u. The energy above the lowest of the compared OMol25 structures with the same formula, charge and spin comes out at 82.4 kcal/mol. Its multiplicity is 1.

The geometry in XYZ format:
```
16
Properties=species:S:1:pos:R:3:forces:R:3:nbo_charge:R:1
C 1.079489 -0.881189 0.862960 -1.1 1.5 -0.1 -0.62
C 1.620457 -1.247823 2.203614 0.0 -0.1 0.2 -0.65
C -1.008726 -0.075983 -1.496674 0.9 -0.1 2.5 -0.28
C -1.072352 1.283656 -2.053451 -0.1 0.6 -0.3 -0.43
O -1.317161 -0.289371 1.704859 -0.7 0.2 0.6 -0.89
S -0.287165 0.065295 0.771546 0.7 -1.4 -3.2 1.52
Cl -1.787537 1.109595 -3.710607 0.1 -0.1 0.2 -0.05
Cl -0.265319 2.319584 0.844182 0.1 -0.1 0.2 -0.43
H 1.789576 -0.611363 0.099094 0.1 0.0 -0.5 0.22
H 1.968412 -2.280204 2.176606 0.0 -0.1 0.1 0.23
H 2.461071 -0.615790 2.499092 0.0 0.0 0.0 0.22
H 0.840504 -1.169632 2.956266 0.0 -0.1 0.1 0.23
H -1.955995 -0.558342 -1.311747 -0.1 -0.1 0.2 0.22
H -0.231813 -0.725266 -1.868678 0.1 -0.1 0.0 0.22
H -0.092847 1.738639 -2.179067 -0.1 0.0 0.1 0.24
H -1.740595 1.938194 -1.497994 0.2 -0.1 0.0 0.25
```
Positions in Å, forces in eV/Å.